#A
DFT (wB97M-V/def2-TZVPD) results for 3 unconnected molecules or ions with the total composition C3H12NO2.

Each line ends with the Löwdin charge.
Positions of all 18 atoms, in Å:
C1 0.998 0.384 1.534  -0.035
C2 -0.127 -0.038 0.569  -0.210
C3 -0.898 1.388 -1.206  0.206
N1 0.005 0.587 -0.751  0.044
H1 0.648 1.152 2.207  0.082
H2 1.340 -0.475 2.106  0.086
H3 1.844 0.702 0.932  0.077
H4 -0.301 -1.108 0.456  0.125
H5 -1.048 0.275 1.066  0.097
H6 -0.762 1.829 -2.189  0.126
H7 -1.877 1.453 -0.751  0.127
H8 0.317 -0.022 -1.524  0.148
H9 2.742 0.359 -2.848  0.061
H10 2.605 -1.114 -2.818  0.064
O1 2.090 -0.318 -2.627  -0.052
H11 -2.391 -2.361 2.353  0.059
H12 -2.951 -1.230 1.447  0.045
O2 -2.234 -1.462 2.043  -0.049

Properties
multiplicity: 1
total charge: +1
HOMO-LUMO gap: 9.6 eV

---

#B
DFT (wB97M-V/def2-TZVPD) results for 2 unconnected molecules or ions with the total composition C3H12NO2.

Each line ends with the Löwdin charge.
Positions of all 18 atoms, in Å:
C1 0.696 -0.989 1.384  -0.216
O1 1.898 -1.343 0.713  -0.046
C2 -0.229 -0.388 0.342  -0.332
C3 -1.579 0.035 0.840  -0.042
N1 0.530 0.776 -0.307  0.192
H1 0.261 -1.923 1.740  0.139
H2 0.783 -0.301 2.236  0.140
H3 2.333 -1.995 1.277  0.112
H4 -0.324 -1.098 -0.502  0.165
H5 -2.321 0.303 0.080  0.096
H6 -1.554 0.727 1.700  0.104
H7 -1.982 -0.895 1.270  0.102
H8 0.378 0.804 -1.386  0.091
H9 0.237 1.684 0.046  0.161
H10 1.534 0.652 -0.158  0.151
H11 -0.274 0.837 -3.671  0.105
H12 -0.494 1.938 -2.761  0.094
O2 0.106 1.176 -2.842  -0.016

Properties
multiplicity: 1
total charge: +1
HOMO-LUMO gap: 11.7 eV

---

Short version: #B, #A, most stable first.